1.
DFT (wB97M-V/def2-TZVPD) results for a cluster of 2 separate species, C9H24BFN3O3S in total.

Computed properties:
Max |F|: 1.296 eV/Å
Charge: +1
M: 284.19 g mol⁻¹

The geometry in XYZ format:
```
42
Properties=species:S:1:pos:R:3:forces:R:3
N 6.1439 -2.9135 -0.1129 -0.7664 0.3520 0.2530
B 5.8807 -1.5730 0.3743 0.1689 -0.5901 -0.1274
O 6.6684 -0.5124 0.0496 -0.0617 -0.1676 0.2385
N 4.6663 -1.3440 1.2762 0.4046 0.4590 -0.3956
S 3.2531 -1.2079 0.5227 -0.4123 -0.9933 0.7239
O 3.1683 -2.0964 -0.5809 0.2319 0.1280 -0.1188
O 2.1863 -1.1645 1.4673 0.1405 0.5210 -0.2616
F 3.3679 0.2323 -0.0923 -0.0848 0.2264 0.0028
H 5.8202 -3.5684 0.5949 -0.0742 -0.1142 -0.0657
H 5.5345 -3.1136 -0.9063 0.4685 -0.0924 -0.3083
H 7.2173 -0.1518 0.7479 0.0913 0.3606 -0.0448
H 4.7705 -0.5530 1.9087 -0.1242 -0.0540 0.1055
C -3.8383 2.6034 1.3904 -0.0326 -0.0953 -0.0266
C -3.9218 1.0843 1.5599 -0.0436 0.2368 -0.0635
C -2.6599 0.2686 1.3204 -0.1612 -0.0245 0.1043
N -2.0934 0.2144 -0.0834 0.0633 -0.0912 0.1047
C -1.1039 -0.9357 -0.0851 0.1037 -0.0763 -0.0436
C -0.2906 -1.0380 -1.3584 0.0264 0.0660 -0.1367
C 0.4253 0.2714 -1.6576 -0.0139 0.0122 -0.1547
C -0.5650 1.4267 -1.6980 -0.0158 -0.1971 -0.0145
C -1.3713 1.4983 -0.4112 0.0353 0.1608 -0.1963
C -3.1841 -0.0520 -1.0581 0.0338 0.0607 -0.0475
H -3.9162 2.9124 0.3476 0.0465 0.0209 0.0002
H -4.6683 3.0758 1.9121 -0.0079 -0.0030 0.0150
H -2.9145 3.0064 1.8076 0.0048 0.0159 -0.0007
H -4.7507 0.6876 0.9718 -0.0081 -0.0413 0.0206
H -4.1847 0.8755 2.5987 0.0512 -0.0810 0.0151
H -2.8716 -0.7690 1.5788 0.0340 -0.0178 -0.0001
H -1.8460 0.6105 1.9590 0.0294 0.0192 -0.0157
H -0.4451 -0.7709 0.7692 0.0059 0.0081 0.0082
H -1.6842 -1.8401 0.0902 -0.0234 0.0051 0.0568
H 0.4344 -1.8419 -1.2260 -0.0225 -0.0265 0.0763
H -0.9178 -1.3326 -2.2034 -0.0148 -0.0037 0.0168
H 0.9622 0.1991 -2.6028 0.0196 -0.0033 0.0108
H 1.1667 0.4640 -0.8847 0.0478 0.0333 0.0766
H -1.2264 1.3365 -2.5634 -0.0223 0.0069 0.0153
H -0.0423 2.3761 -1.8156 -0.0414 0.0427 0.0583
H -2.1188 2.2820 -0.4755 -0.0244 -0.0042 0.1164
H -0.7178 1.7011 0.4372 0.0168 -0.0193 0.0181
H -3.8409 0.8118 -1.1005 -0.0332 -0.0117 0.0088
H -3.7323 -0.9312 -0.7289 -0.0339 -0.0054 -0.0125
H -2.7598 -0.2284 -2.0394 -0.0018 -0.0220 -0.0117
```
Positions in Å, forces in eV/Å.

These are the natural (NBO) partial charges, in e, on atoms 1 to 8: number 1, N, carries -1.12; number 2, B, carries 1.20; number 3, O, carries -0.91; number 4, N, carries -1.12; number 5, S, carries 2.54; number 6, O, carries -0.92; number 7, O, carries -0.92; number 8, F, carries -0.49

2.
DFT (wB97M-V/def2-TZVPD) results for a structure of composition C9H24FLiO3.

Computed properties:
ΔE to the lowest compared entry with this formula, charge and spin: 72.30 kJ/mol
Max |F|: 2.755 eV/Å
M: 206.23 g mol⁻¹

The geometry in XYZ format:
```
38
Properties=species:S:1:pos:R:3:forces:R:3
Li 0.0500 0.6496 -0.3536 -1.1022 1.0285 -0.6255
F -0.9160 2.0070 -1.4621 0.5975 -0.8636 0.8074
C 3.9290 -0.1519 -1.0282 -1.4040 -0.5682 -0.8787
C 2.5348 -0.7178 -1.5098 0.8020 0.4292 1.2709
C 1.9321 -1.6680 -0.5015 -0.2931 0.4367 0.6487
O 1.6092 0.3979 -1.5406 0.7935 -0.9628 -0.4369
H 4.2459 0.7392 -1.5702 -0.1170 -0.0930 -0.4639
H 4.6690 -0.9331 -1.2021 0.2152 0.1501 0.6080
H 3.7883 0.2084 -0.0092 0.3409 -0.5432 0.2318
H 2.5828 -1.2883 -2.4374 0.1479 0.6601 -0.5456
H 2.5123 -2.5527 -0.2393 0.1110 0.0852 -0.3218
H 0.9305 -1.9558 -0.8211 0.0716 -0.2393 -0.1019
H 1.7949 -1.0829 0.4079 -0.0045 -0.1366 0.3448
H 2.0653 1.0485 -2.0794 -0.6219 0.5388 -0.1192
C -0.2322 3.1910 2.3845 0.0241 -0.2628 0.1262
C 0.0222 1.6739 2.6969 -0.8458 2.6037 0.3092
C -1.2376 0.9233 3.0118 0.1033 -0.4423 -0.1036
O 0.6484 1.2385 1.5345 0.8174 -1.6873 -1.1249
H -0.7160 3.2386 1.4089 -0.4333 -0.1193 0.0657
H 0.6965 3.7321 2.2037 0.4091 -0.1581 0.2703
H -0.7802 3.7957 3.1072 -0.1491 -0.3593 0.1633
H 0.6480 1.5315 3.5779 0.4737 0.1659 -0.0439
H -2.0084 0.9606 2.2420 0.0303 0.3662 0.0052
H -1.5771 1.3501 3.9556 -0.3924 -0.1824 -0.0735
H -0.9933 -0.1279 3.1648 -0.0492 -0.0907 0.1333
H 1.3576 1.8521 1.3293 0.0989 0.1015 -0.0390
C -1.9564 -2.7828 -1.2871 0.2137 -0.5536 0.0783
C -1.7727 -1.2715 -1.3814 -0.6906 -1.1320 0.0013
C -3.0354 -0.6031 -1.9092 0.5469 0.2511 -0.9485
O -1.5061 -0.7822 -0.0822 0.6022 0.3129 0.7439
H -2.0192 -3.2828 -2.2536 -0.6168 0.2650 -0.1881
H -2.8188 -2.9746 -0.6487 -0.2817 -0.2117 -0.2988
H -1.1448 -3.3444 -0.8245 0.4117 0.5230 0.3205
H -0.8771 -1.0724 -1.9699 -0.2361 0.4459 -0.2883
H -3.1719 -0.9244 -2.9417 0.0143 0.2955 -0.2084
H -2.9032 0.4773 -1.8495 0.0958 0.0851 -0.2410
H -3.9821 -0.8631 -1.4356 0.2441 -0.3733 0.6123
H -2.3686 -0.6362 0.3131 0.0724 0.2353 0.3101
```
Positions in Å, forces in eV/Å.

These are the natural (NBO) partial charges, in e, on atoms 1 to 8: number 1, Li, carries 0.90; number 2, F, carries -0.96; number 3, C, carries -0.64; number 4, C, carries 0.09; number 5, C, carries -0.64; number 6, O, carries -0.76; number 7, H, carries 0.21; number 8, H, carries 0.22

Number 1: Kohn-Sham gap 0.38278 hartree. Number 2: Kohn-Sham gap 0.32328 hartree.